# 1
The molecule C6H9N, computed with the ωB97M-V functional and the def2-TZVPD basis.

```
16
Properties=species:S:1:pos:R:3:forces:R:3
C -0.62960 0.64497 -0.68033 -0.021 -0.030 0.130
C 1.94970 -1.45478 1.05224 0.086 -0.052 0.001
C -0.41390 -0.55922 1.20805 0.043 -0.070 0.122
H 2.53093 -0.83475 1.74625 -0.056 -0.067 -0.156
H 2.63280 -1.79222 0.26761 -0.148 0.075 0.012
H -0.84641 2.44917 -1.88751 0.082 -0.180 0.037
H -0.72366 -0.96640 2.15915 0.046 0.041 -0.074
C -1.40930 1.56527 -1.57623 -0.009 0.081 -0.110
H -2.28255 1.93599 -1.02588 0.132 -0.033 -0.088
N -1.23644 0.25428 0.48270 -0.088 0.054 -0.037
H -2.15660 0.55148 0.75829 0.080 -0.068 -0.002
H 1.37204 0.11323 -1.46832 -0.188 0.142 0.088
C 0.62187 0.05331 -0.68817 -0.066 0.042 -0.020
H 1.62748 -2.34134 1.61182 0.050 0.152 -0.123
H -1.79828 1.08282 -2.47850 0.170 -0.060 0.089
C 0.76192 -0.70181 0.51885 -0.114 -0.029 0.131
```
Positions in Å, forces in eV/Å.

For the HOMO energy, the calculation gives -7.8 eV. The orbital gap comes out at 8.837 eV. The energy relative to the best compared isomer or geometry (same formula, charge and spin) comes out at 0.168 eV. The total charge is 0.


# 2
A structure of composition C6H12BF10NO8S2Tl, computed with the ωB97M-V functional and the def2-TZVPD basis.

```
41
Properties=species:S:1:pos:R:3:forces:R:3
H -0.03377 -1.74663 -2.80004 -0.014 -0.034 0.001
C 0.27632 0.24558 -3.37724 1.420 0.173 -0.797
S -0.87813 -2.56656 0.45091 -1.052 -3.351 -1.449
O 0.10053 3.84403 0.53934 -0.676 -0.504 -0.338
O 1.07744 -2.72676 2.67032 -0.306 1.830 -1.447
S 1.25796 -1.54147 1.84169 2.776 0.340 3.391
O 1.63099 -0.27090 2.43093 -0.460 -1.141 -0.613
O -1.85160 -2.36679 -0.58204 0.627 1.018 0.898
F -3.45408 1.41389 -0.19634 1.642 0.662 -0.914
O 2.09516 1.85501 0.54327 0.196 0.209 0.158
H 2.96418 1.85326 0.12192 -0.300 -0.466 -0.411
N 0.09931 -1.21311 0.79500 -1.648 -1.056 -1.994
H 1.68020 2.75539 2.33745 -0.731 0.179 -0.241
C 2.12322 3.01834 1.37588 0.517 0.121 0.282
H -0.42322 4.54704 0.13555 -0.009 0.064 -0.061
F -2.84867 -0.04018 1.38455 1.544 -0.211 0.715
H 1.00475 0.11718 -4.18446 -0.464 -0.429 -0.269
Tl -0.62561 1.31618 -0.01261 -0.209 -1.764 0.291
H 1.98564 0.39892 -2.59576 0.437 0.188 0.735
F 2.77701 -1.30669 -0.36012 -0.144 0.537 -0.490
F -1.55429 -4.10791 2.49746 1.188 0.216 0.409
F -3.13031 -3.03337 1.67770 -0.077 0.656 -0.516
H -0.20150 1.19641 -3.62459 -0.389 -0.131 0.432
H 1.65440 5.09254 1.20653 -0.517 -0.041 0.210
C 1.48312 4.17500 0.63424 0.619 0.088 0.843
F -4.47415 -0.68684 -0.07651 0.573 0.536 0.120
O -0.11556 -3.80721 0.19963 0.074 2.781 0.822
H -1.08273 -1.30404 -4.11428 -0.373 0.453 -0.004
H 3.13614 3.27607 1.69965 0.156 -0.008 -0.561
O 1.11915 0.35656 -2.18603 -0.871 0.458 -0.221
O -1.57032 -0.49454 -2.19565 -0.230 0.327 -1.163
B -3.95249 0.37782 0.66831 -2.392 -0.261 -0.433
F 3.84033 -1.78706 1.43240 0.275 -0.102 0.389
F -1.72752 -1.94337 2.87744 0.576 0.127 0.597
F -4.93882 0.99158 1.42024 0.507 -0.319 0.154
H -2.33214 -1.08852 -2.28127 -0.075 0.303 0.793
C 2.77038 -2.03911 0.73052 -0.748 0.184 0.130
H 1.95559 4.37498 -0.33064 -0.194 -0.449 -0.164
C -0.63326 -0.91935 -3.19791 0.344 -0.019 0.849
F 2.65817 -3.29322 0.41590 0.095 -0.487 0.063
C -1.86181 -2.92218 2.02869 -1.687 -0.675 -0.195
```
Positions in Å, forces in eV/Å.

For the HOMO energy, the calculation gives -14.3 eV. The orbital gap comes out at 3.948 eV. The energy relative to the best compared isomer or geometry (same formula, charge and spin) comes out at 0.000 eV. The total charge is +1.


> The lowest energy relative to the best compared isomer or geometry (same formula, charge and spin) belongs to which entry?

C6H12BF10NO8S2Tl